A molecular structure, C33H20F8IPPd at a distorted geometry. Source: the Open Molecules 2025 dataset; level of theory: ωB97M-V/def2-TZVPD.

ORCA input file:
```
! wB97M-V def2-TZVPD RIJCOSX def2/J DEFGRID3
* xyz 0 1
Pd 0.088 0.397 0.310
I 2.465 -1.023 0.442
C 3.326 -0.097 2.121
C 4.635 0.216 1.898
C 5.455 0.676 2.945
C 4.939 0.752 4.196
C 3.579 0.449 4.447
C 3.115 0.540 5.779
C 1.811 0.319 6.081
C 0.907 0.039 5.040
C 1.297 -0.092 3.729
P -0.112 -0.349 2.565
C -1.480 0.530 3.373
C -2.493 -0.098 4.090
C -3.541 0.652 4.611
C -3.573 2.026 4.424
C -2.560 2.657 3.712
C -1.520 1.911 3.178
C -0.494 -2.129 2.739
C -1.642 -2.622 2.115
C -1.921 -3.979 2.126
C -1.051 -4.865 2.752
C 0.094 -4.386 3.366
C 0.372 -3.023 3.361
C 2.691 0.062 3.393
H 5.054 0.095 0.909
H 6.488 0.927 2.746
H 5.561 1.055 5.031
H 3.830 0.793 6.555
H 1.458 0.380 7.102
H -0.140 -0.064 5.287
H -2.474 -1.172 4.230
H -4.333 0.159 5.161
H -4.396 2.607 4.824
H -2.588 3.728 3.552
H -0.757 2.391 2.572
H -2.321 -1.936 1.619
H -2.813 -4.347 1.633
H -1.267 -5.927 2.756
H 0.775 -5.072 3.855
H 1.272 -2.660 3.841
F 1.288 9.798 -0.459
C 0.480 9.233 0.458
F 0.884 9.671 1.661
F -0.747 9.746 0.244
C 0.484 7.738 0.358
C 0.935 6.951 1.404
C 0.945 5.570 1.272
C 0.509 4.959 0.093
C 0.041 5.771 -0.947
C 0.033 7.148 -0.815
C 0.526 3.526 -0.035
C 0.603 2.319 -0.159
H 1.280 7.413 2.320
H 1.294 4.949 2.087
H -0.319 5.305 -1.854
H -0.325 7.769 -1.628
F -2.159 1.931 -0.709
C -1.822 0.742 -0.194
F -2.682 0.491 0.830
C -2.105 -0.343 -1.293
F -3.367 -0.772 -1.235
F -1.865 0.145 -2.504
F -1.312 -1.417 -1.113
*
```

Values from the calculation:
**HOMO-LUMO gap**: 0.25266 hartree
**HOMO level**: -7.68 eV